Record 1
Formula: C6H10N2
Source: the OMol25 dataset
Level of theory: ωB97M-V/def2-TZVPD

```
18
Properties=species:S:1:pos:R:3:forces:R:3:mulliken_charge:R:1
C -2.276 -0.860 1.700 0.9 -1.0 3.1 -0.297
N -2.056 -0.382 0.577 -0.2 0.6 0.3 -0.647
N -0.695 0.025 0.505 0.0 -2.0 0.0 0.012
C -0.328 -0.640 -0.808 0.8 2.1 0.1 -0.088
C 1.222 -0.925 -0.890 -1.2 -2.6 -0.3 -0.778
C 1.823 0.316 -0.251 1.2 2.9 4.6 -0.406
C 0.836 1.501 -0.402 -0.7 2.3 0.2 -0.878
C -0.532 0.883 -0.635 1.8 -2.2 1.1 -0.290
H -1.562 -0.937 2.577 -0.1 0.5 -1.4 0.278
H -3.151 -1.361 1.997 -1.7 -0.2 -0.5 0.296
H -1.240 -1.197 -1.129 1.6 0.1 -0.4 0.495
H 1.360 -1.933 -0.349 0.3 1.7 -0.2 0.240
H 1.556 -1.236 -1.930 -0.5 1.1 0.9 0.317
H 1.668 0.347 0.981 1.1 -1.4 -3.0 0.176
H 2.910 0.823 -0.391 -2.3 -2.1 -0.2 0.336
H 0.855 2.305 0.568 -0.1 -2.3 -2.8 0.243
H 1.097 2.032 -1.297 0.2 0.8 -0.4 0.425
H -1.488 1.237 -0.821 -1.1 1.7 -1.3 0.567
```
Positions in Å, forces in eV/Å.

Computed properties:
- Total charge: 0
- Frontier orbital gap: 9.957 eV
- HOMO energy: -8.8 eV
- Energy above the lowest of the compared OMol25 structures with the same formula, charge and spin: 4.863 eV



Record 2
Formula: C8H14ClN3O6S2
Source: the OMol25 dataset
Level of theory: ωB97M-V/def2-TZVPD

```
34
Properties=species:S:1:pos:R:3:forces:R:3:mulliken_charge:R:1
C 1.768 4.578 0.030 -0.3 0.3 1.0 -1.409
C 1.176 3.363 -0.696 0.1 0.3 -0.5 -0.084
S 2.310 2.008 -0.862 5.4 -0.8 -2.6 1.483
O 3.663 2.398 -0.433 -2.1 0.1 0.3 -0.741
O 2.328 1.535 -2.268 -1.6 0.5 2.3 -0.728
C 1.821 0.720 0.243 -0.7 0.3 -0.5 -1.381
C 0.553 0.033 -0.205 0.4 -0.6 0.2 -0.095
N 0.224 -1.006 0.767 -0.9 -0.9 0.9 0.458
C -0.365 -0.662 2.078 0.0 0.7 0.4 -0.987
C 0.377 -1.265 3.303 -0.1 -0.4 -1.2 -0.509
Cl -0.357 -0.800 4.851 0.0 0.1 -0.3 -0.192
C 0.484 -2.333 0.425 2.0 2.2 -1.7 0.168
O 1.490 -2.599 -0.223 -0.7 -0.1 0.5 -0.623
N -0.397 -3.354 0.697 -0.6 -0.4 0.5 0.121
N -1.726 -3.207 0.468 -1.2 -1.4 0.1 0.027
O -2.322 -4.267 0.336 1.3 1.9 0.2 -0.470
C -0.596 0.993 -0.486 0.4 0.5 0.2 -0.971
S -0.321 2.712 0.029 -4.7 3.1 2.4 1.308
O -1.450 3.524 -0.494 2.1 -1.7 -0.2 -0.774
O -0.249 2.846 1.495 1.1 -1.2 -1.6 -0.681
H 2.197 4.335 1.017 -0.3 -0.1 -0.5 0.301
H 1.015 5.371 0.186 0.1 -0.6 -0.2 0.417
H 2.555 5.025 -0.568 0.1 -0.3 -0.2 0.445
H 0.930 3.649 -1.725 -0.1 -0.3 0.1 0.449
H 2.616 0.015 0.246 0.9 -0.5 -0.3 0.599
H 1.764 1.117 1.235 -0.2 0.5 0.7 0.446
H 0.755 -0.450 -1.159 0.2 -0.2 0.2 0.527
H -0.374 0.435 2.243 0.2 -0.5 -0.5 0.474
H -1.399 -0.938 2.062 -0.7 -0.4 0.3 0.517
H 0.388 -2.356 3.260 -0.1 0.1 0.0 0.347
H 1.406 -0.939 3.259 0.3 0.2 0.3 0.356
H 0.015 -4.235 0.442 -0.1 -0.7 0.1 0.354
H -1.520 0.653 -0.015 0.0 0.5 0.1 0.432
H -0.766 1.094 -1.547 -0.1 -0.1 -0.4 0.416
```
Positions in Å, forces in eV/Å.

Computed properties:
- Total charge: 0
- Frontier orbital gap: 9.766 eV
- HOMO energy: -10.5 eV
- Energy above the lowest of the compared OMol25 structures with the same formula, charge and spin: 0.000 eV



Record 3
Formula: C5H7NO2S2
Source: the OMol25 dataset
Level of theory: ωB97M-V/def2-TZVPD

```
17
Properties=species:S:1:pos:R:3:forces:R:3:mulliken_charge:R:1
C 2.392 -1.032 -1.002 1.0 -0.9 -1.2 -0.626
C 2.016 -1.965 -0.059 -0.2 0.9 0.4 -0.413
C 1.532 0.090 -1.030 -2.1 -1.6 2.0 0.805
C 0.436 -0.138 -0.177 -0.8 4.6 0.3 -0.177
C 0.979 2.168 1.906 -0.9 -1.1 -1.6 -0.815
N 1.740 1.186 -1.736 5.0 -0.7 -2.5 -0.476
O -0.741 2.680 0.036 -0.8 1.2 -1.6 -0.538
O -1.595 1.110 1.777 0.5 0.1 -0.2 -0.549
S 0.591 -1.464 0.778 0.7 -1.9 0.7 -0.104
S -0.540 1.613 0.937 3.0 -2.8 0.0 0.907
H 3.200 -1.132 -1.807 -1.0 0.0 1.6 0.203
H 2.511 -2.832 0.329 0.2 -0.4 -0.5 0.416
H 0.695 3.080 2.411 0.0 0.3 0.0 0.365
H 1.050 1.348 2.619 0.9 0.1 -0.1 0.334
H 1.784 2.317 1.098 -1.1 -0.5 1.6 0.262
H 2.626 1.184 -2.340 -2.3 0.3 1.3 0.193
H 1.118 1.898 -1.812 -2.1 2.2 -0.3 0.213
```
Positions in Å, forces in eV/Å.

Computed properties:
- Total charge: 0
- Frontier orbital gap: 7.850 eV
- HOMO energy: -7.9 eV
- Energy above the lowest of the compared OMol25 structures with the same formula, charge and spin: 2.560 eV



Record 4
Formula: C19H40P2Re
Source: the OMol25 dataset
Level of theory: ωB97M-V/def2-TZVPD

```
62
Properties=species:S:1:pos:R:3:forces:R:3:mulliken_charge:R:1
P -0.323 -2.411 -1.183 -0.1 -0.9 -5.4 -0.002
P -0.403 1.654 -1.563 -1.0 3.0 -4.5 1.120
C -0.934 -1.137 -2.516 0.0 0.0 1.4 -1.483
C 0.010 0.039 -2.560 0.6 -0.1 -0.1 -0.445
H -1.930 -0.836 -2.193 -0.3 0.0 -0.4 0.513
H -0.999 -1.601 -3.520 0.0 0.2 0.8 0.767
H 1.040 -0.254 -2.292 -0.3 0.1 -0.1 -0.022
H 0.040 0.390 -3.609 -0.1 0.1 0.9 0.842
C -1.669 2.312 -2.797 -0.7 0.4 -1.3 -1.240
H -1.847 3.368 -2.554 0.0 -0.2 -0.1 0.421
H -2.642 1.786 -2.801 0.7 0.3 0.2 0.373
H -1.302 2.234 -3.824 -0.1 0.3 0.3 0.381
C 0.886 2.365 -2.995 1.7 0.7 -2.0 -1.659
H 0.468 2.085 -3.987 0.4 0.2 0.9 0.728
H 1.864 1.864 -2.849 -0.6 0.3 0.2 0.377
H 1.016 3.453 -2.968 -0.1 -0.4 0.1 0.386
C -1.827 -3.390 -1.397 -0.1 -0.7 0.8 -1.194
H -1.726 -4.193 -0.659 -0.7 -0.2 -0.3 0.417
H -1.869 -3.797 -2.422 -0.3 0.2 0.7 0.404
H -2.674 -2.736 -1.178 -0.3 -0.4 0.1 0.499
C 0.515 -3.266 -2.838 1.6 -0.2 1.4 -1.235
H 1.181 -2.555 -3.326 0.0 0.2 0.3 0.413
H -0.240 -3.555 -3.565 -0.4 0.1 0.5 0.490
H 1.135 -4.143 -2.612 -0.3 0.2 0.2 0.367
Re -1.315 -1.240 1.149 0.6 -0.1 0.5 1.366
C 1.634 2.855 -0.037 -1.1 -1.0 0.8 -0.723
C 0.557 3.257 -0.767 0.1 -1.7 3.7 -0.331
C -2.099 1.408 -0.546 1.2 -0.4 1.2 -1.155
C -1.657 0.160 0.031 -2.7 0.9 1.7 0.332
C 3.056 -1.586 -1.281 -1.3 -2.4 1.5 -0.541
C 3.620 -0.441 -1.142 0.6 2.1 0.0 -0.275
C 3.291 0.997 -0.635 0.3 -0.1 -0.6 -0.966
C 2.041 1.363 0.146 0.4 0.5 0.8 1.441
C -0.105 -2.465 2.302 0.1 0.7 0.4 -1.533
H 2.146 3.506 0.705 -0.4 0.1 -1.1 0.479
H -0.019 4.172 -0.405 0.5 -1.1 -1.5 0.475
H -3.108 1.384 -1.038 1.4 -0.2 0.2 0.569
H -2.016 2.297 0.087 -0.2 -0.3 0.4 0.472
H -2.934 -1.197 1.683 0.8 0.1 -0.6 0.135
H -0.929 -0.501 -0.609 -0.6 -0.4 1.0 -1.298
H 2.432 -2.452 -0.859 1.1 1.9 -1.0 0.365
H 4.620 -0.249 -1.562 -0.1 -0.7 -0.3 0.327
H 3.282 1.603 -1.564 0.4 -0.3 0.5 0.362
H 4.181 1.294 -0.056 -0.3 0.1 -0.3 0.532
H 1.204 0.720 -0.136 -0.1 -0.2 0.0 -1.009
H 2.248 1.152 1.242 -0.5 0.4 -1.1 0.461
H 0.858 -2.029 2.506 0.6 -0.1 0.3 0.422
H 0.007 -3.360 1.708 0.0 -0.6 -0.3 0.497
H -0.604 -2.721 3.228 -0.1 -0.1 0.5 0.398
C -1.755 0.120 5.315 -0.3 -0.2 0.0 -1.490
C -0.680 0.522 4.297 -0.2 -0.4 0.1 0.665
C 0.693 0.089 4.825 0.1 -0.1 0.0 -1.425
C -0.974 0.254 2.700 0.6 2.1 1.0 -0.724
H -1.842 -0.970 5.427 0.0 0.2 -0.2 0.315
H -2.751 0.536 5.079 0.4 -0.2 0.0 0.340
H -1.464 0.494 6.316 -0.2 -0.1 -0.6 0.416
H -0.668 1.637 4.343 -0.1 -0.6 -0.5 0.246
H 0.799 -1.006 4.792 0.1 0.3 0.0 0.296
H 1.512 0.564 4.256 -0.2 -0.3 0.2 0.262
H 0.790 0.402 5.891 0.0 -0.2 -0.8 0.449
H -0.051 0.754 2.284 -0.6 -0.6 -0.1 0.158
H -1.770 0.999 2.532 0.1 -0.4 -0.2 0.475
```
Positions in Å, forces in eV/Å.

Computed properties:
- Total charge: +2
- Frontier orbital gap (spin up / spin down): 5.403 / 6.114 eV
- Spin multiplicity: 4
- HOMO energy (spin up / spin down): -13.8 / -15.1 eV
- Energy above the lowest of the compared OMol25 structures with the same formula, charge and spin: 12.485 eV



Record 5
Formula: C4H8N2
Source: the OMol25 dataset
Level of theory: ωB97M-V/def2-TZVPD

```
14
Properties=species:S:1:pos:R:3:forces:R:3:mulliken_charge:R:1
H -1.797 -1.920 0.016 0.5 -0.4 -0.1 0.233
N -2.182 -0.997 0.091 2.3 4.3 0.0 -0.752
C -1.205 -0.060 0.016 -0.1 -4.7 -1.4 0.533
N -1.432 1.299 -0.041 -2.1 -1.4 -0.8 -0.503
C 0.264 -0.521 -0.177 0.1 0.5 1.1 -0.197
C 1.364 0.267 -0.187 -0.6 -1.1 -0.3 -0.312
C 2.784 -0.089 0.146 0.2 -1.3 1.7 -1.046
H -0.974 1.782 0.671 1.1 1.0 1.1 0.248
H -2.443 1.393 0.067 0.2 0.4 -0.1 0.324
H 0.462 -1.599 -0.104 -0.5 0.4 0.4 0.205
H 1.303 1.257 -0.553 -0.6 1.3 0.3 0.429
H 2.984 -1.186 0.338 -0.7 1.0 0.2 0.295
H 3.455 0.073 -0.675 0.5 0.9 -0.3 0.314
H 3.076 0.508 1.107 -0.2 -1.0 -1.9 0.229
```
Positions in Å, forces in eV/Å.

Computed properties:
- Total charge: 0
- Frontier orbital gap: 9.936 eV
- HOMO energy: -9.1 eV
- Energy above the lowest of the compared OMol25 structures with the same formula, charge and spin: 1.297 eV



Record 6
Formula: C24H60In2N4Na2O16P2
Source: the OMol25 dataset
Level of theory: ωB97M-V/def2-TZVPD

```
110
Properties=species:S:1:pos:R:3:forces:R:3:mulliken_charge:R:1
In 2.124 1.640 3.136 -0.4 -0.8 -0.2 1.192
In 1.860 5.038 0.167 -0.1 -0.6 -0.3 0.929
Na 3.234 1.741 -2.184 0.8 -0.8 0.2 0.819
Na 0.015 2.555 -2.748 -0.1 -0.1 0.1 0.853
P 1.036 1.597 -0.086 1.8 0.7 1.0 0.600
O 1.199 0.847 -1.410 -1.1 0.5 -0.2 -1.616
O 0.538 0.756 1.078 -1.0 -0.3 -0.1 -0.079
O 0.163 2.856 -0.309 -0.6 0.2 -0.2 -1.143
O 2.417 2.132 0.382 0.0 0.6 -0.3 -0.914
P 2.307 4.261 -3.213 -0.8 -0.7 -0.2 1.156
O 3.340 4.158 -2.095 0.4 0.2 -0.1 -0.512
O 1.011 4.605 -2.488 -0.1 0.3 0.1 -0.633
O 2.115 2.886 -3.883 0.1 0.8 0.2 -0.537
O 2.773 5.274 -4.236 0.4 -0.1 0.0 -0.308
C -3.817 -0.329 -4.299 0.2 0.6 -1.4 -0.804
O -3.324 -1.120 -3.251 -0.2 0.5 0.5 -0.387
C -1.981 -0.825 -2.961 -0.3 -1.0 0.1 -0.213
C -1.663 -1.577 -1.676 0.6 -0.6 -0.5 -0.776
N -0.260 -1.503 -1.371 -1.2 0.9 0.2 1.793
C 0.216 -2.124 -0.176 0.4 0.0 -0.8 1.571
C -0.147 -3.584 -0.070 0.1 -0.4 0.0 -1.398
O 0.668 -4.117 0.948 -0.5 -0.1 0.0 -0.097
C 0.417 -5.510 1.125 1.5 -0.1 -0.2 -0.909
H -3.314 -0.558 -5.252 0.1 -0.1 0.2 0.383
H -3.665 0.752 -4.147 0.0 -0.1 0.3 0.282
H -4.876 -0.470 -4.502 -0.1 -0.4 0.5 0.303
H -1.801 0.241 -2.788 -0.1 0.3 -0.2 0.099
H -1.371 -1.203 -3.794 0.3 0.3 0.2 0.539
H -1.935 -2.625 -1.824 -0.3 0.0 0.2 0.548
H -2.241 -1.158 -0.821 -0.2 -0.1 0.0 0.145
H 0.041 -0.519 -1.466 0.9 -0.4 -0.1 -0.614
H -0.125 -1.491 0.670 0.2 -0.1 0.1 -0.571
H 1.311 -2.101 -0.226 0.0 0.3 0.3 -0.639
H 0.113 -4.059 -1.031 -0.2 0.0 0.0 0.494
H -1.204 -3.792 0.135 0.0 0.2 0.0 0.507
H 1.201 -5.845 1.805 -0.4 0.0 0.4 0.266
H 0.672 -6.050 0.203 -0.6 0.1 -0.1 0.352
H -0.583 -5.732 1.488 -0.1 0.0 0.0 0.341
C 1.058 -3.836 -4.666 -0.7 -0.1 -0.2 -0.490
O 1.661 -2.715 -5.252 -0.1 -0.2 -0.4 -0.465
C 2.005 -1.682 -4.387 -0.4 0.8 0.0 -0.038
C 2.804 -2.074 -3.164 -0.2 -0.2 0.3 -0.110
N 3.081 -0.894 -2.341 0.0 -0.1 -0.4 0.325
C 3.983 -1.115 -1.211 -0.7 0.6 0.0 -0.233
C 5.415 -0.922 -1.625 0.4 -0.5 0.3 -1.023
O 5.608 0.460 -1.860 0.2 0.0 0.1 -0.164
C 6.952 0.752 -2.264 -0.6 0.0 -0.6 -0.846
H 1.733 -4.261 -3.927 -0.3 -0.4 0.1 0.287
H 0.796 -4.539 -5.455 0.6 -0.1 -0.1 0.337
H 0.054 -3.617 -4.255 0.3 0.3 0.5 0.064
H 1.103 -1.141 -4.021 0.0 -0.2 -0.1 -0.075
H 2.545 -0.973 -5.016 0.2 0.1 0.2 0.354
H 3.685 -2.624 -3.501 0.2 0.2 0.3 0.369
H 2.182 -2.717 -2.525 0.3 -0.5 -0.3 -0.081
H 2.184 -0.624 -1.952 0.1 0.2 -0.2 -0.244
H 3.769 -2.054 -0.679 0.4 -0.1 -0.2 0.376
H 3.744 -0.301 -0.513 0.1 -0.2 0.2 0.186
H 5.661 -1.528 -2.507 -0.1 0.2 -0.1 0.390
H 6.091 -1.263 -0.829 0.0 0.1 0.0 0.509
H 7.701 0.385 -1.561 -0.1 0.0 0.1 0.298
H 7.007 1.833 -2.366 0.2 0.0 0.1 0.252
H 7.120 0.307 -3.251 0.2 0.0 0.1 0.336
C 3.549 -1.764 4.595 0.7 1.1 0.4 -0.880
O 2.956 -1.081 3.492 0.0 -0.6 0.0 -0.115
C 2.062 -1.893 2.752 -0.4 0.6 -1.4 0.767
C 0.667 -1.942 3.341 0.3 -0.3 1.6 -1.036
N 0.193 -0.561 3.477 -0.2 -0.7 -1.2 0.694
C -1.002 -0.369 4.267 -0.2 0.9 0.5 -1.182
C -1.261 1.127 4.424 -0.3 -0.3 -0.7 0.460
O -0.157 1.760 5.033 0.0 -0.2 0.0 -0.375
C -0.460 3.098 5.383 0.4 0.1 0.2 -0.737
H 4.080 -2.669 4.301 -0.4 -0.2 -0.1 0.300
H 2.851 -1.904 5.422 -0.1 -0.4 -0.2 0.312
H 4.315 -1.077 4.966 0.0 -0.1 0.0 0.297
H 2.449 -2.882 2.496 0.1 0.0 0.4 0.555
H 1.966 -1.366 1.789 0.1 -0.1 0.1 -1.055
H 0.724 -2.402 4.335 -0.1 0.1 0.0 0.618
H -0.020 -2.579 2.772 0.3 0.1 -0.1 0.370
H -0.022 -0.340 2.501 0.0 0.7 0.4 -0.621
H -0.916 -0.766 5.281 0.3 -0.3 -0.1 0.349
H -1.902 -0.814 3.817 0.1 -0.1 0.0 0.424
H -2.214 1.235 4.959 0.3 0.3 0.3 0.581
H -1.408 1.594 3.432 0.0 -0.2 0.1 -0.584
H 0.454 3.601 5.702 0.1 -0.2 0.0 0.297
H -1.135 3.099 6.240 -0.3 0.2 -0.2 0.353
H -0.841 3.639 4.510 -0.3 0.0 0.2 0.222
C -5.276 -0.690 -0.615 -0.3 0.2 -0.6 -0.664
O -4.172 -0.160 0.097 -0.3 -0.5 0.6 -0.354
C -4.013 1.197 -0.173 1.0 -0.7 -1.0 -0.684
C -2.775 1.633 0.599 -0.3 0.2 0.9 0.775
N -2.415 3.007 0.356 1.1 -0.5 1.7 0.136
C -2.526 3.853 1.552 -0.2 -0.1 -0.7 0.017
C -3.954 4.353 1.764 0.5 0.4 -0.3 -0.867
O -4.751 3.301 2.179 0.2 -0.9 0.3 -0.255
C -6.099 3.663 2.336 -0.5 0.4 0.3 -0.868
H -5.460 -1.725 -0.348 0.2 0.0 0.3 0.266
H -5.055 -0.646 -1.686 -0.1 -0.1 0.0 0.153
H -6.180 -0.105 -0.418 0.0 -0.1 0.1 0.339
H -4.891 1.780 0.095 0.0 0.2 0.1 0.646
H -3.792 1.280 -1.252 -0.3 0.4 0.0 0.156
H -1.912 0.961 0.414 -0.1 0.1 -0.5 -0.741
H -2.991 1.479 1.661 -0.2 0.1 0.0 0.005
H -1.399 3.048 0.090 -0.1 0.1 -1.0 0.279
H -1.826 4.675 1.398 -0.3 0.2 0.1 0.551
H -2.222 3.296 2.451 -0.1 0.0 -0.1 -0.088
H -4.332 4.732 0.805 0.0 0.4 0.1 0.369
H -3.902 5.145 2.522 -0.2 0.1 -0.1 0.529
H -6.638 2.823 2.762 0.1 -0.2 -0.1 0.260
H -6.553 3.952 1.382 0.0 0.0 0.0 0.346
H -6.203 4.498 3.037 0.0 0.0 -0.1 0.341
```
Positions in Å, forces in eV/Å.

Computed properties:
- Total charge: +2
- Frontier orbital gap: 2.856 eV
- HOMO energy: -13.5 eV
- Energy above the lowest of the compared OMol25 structures with the same formula, charge and spin: 0.000 eV